No. 1
A cluster of 2 separate species, C4H8O2P in total, computed with the ωB97M-V functional and the def2-TZVPD basis.

Geometry (Å):
C1 0.7742 1.1800 -0.6839
C2 -0.3625 0.5077 -0.7204
C3 -0.4934 -0.7757 0.0134
C4 -1.5314 0.8443 -1.5938
O1 2.8352 -0.1916 3.3177
O2 1.8474 -2.5043 2.9498
P1 1.6127 -1.0210 3.1173
H1 1.6477 0.8994 -0.1899
H2 -0.7200 -0.6596 1.1298
H3 -1.3552 -1.3313 -0.4055
H4 0.4287 -1.5389 -0.0046
H5 -2.5108 0.8405 -1.0738
H6 -1.7545 -0.0108 -2.3607
H7 -1.2546 1.7775 -2.1365
H8 0.8366 1.9838 -1.3590

Results
Multiplicity ... 1
ΔE to the lowest compared entry with this formula, charge and spin ... 0.3212 eV
Charge ... -1
Highest occupied orbital energy ... -3.75 eV
Orbital gap ... 0.25767 hartree

Charges obtained by Löwdin population analysis, quoted in units of e: C 0.036; C -0.465; C -0.130; C -0.102; O -0.623; O -0.631; P 0.349; H 0.048; H 0.061; H 0.054; H 0.120; H 0.075; H 0.103; H 0.072; H 0.033

***

No. 2
A structure of composition C26H21AsF6N4PtS, computed with the ωB97M-V functional and the def2-TZVPD basis.

Geometry (Å):
Pt1 0.2611 -0.2610 0.7092
C1 -3.1935 -0.0585 1.2327
C2 -2.3951 1.0130 1.8729
C3 -3.0826 2.1291 2.3656
C4 -2.4279 3.1084 3.0583
C5 -1.0459 2.9462 3.2810
C6 -0.2971 3.8814 4.0124
C7 1.0973 3.7594 4.2516
C8 1.7632 2.7121 3.7152
C9 1.0528 1.7492 2.8843
S1 1.9005 0.6524 2.0520
C10 -0.3984 1.8418 2.7035
N1 -1.0400 0.9000 1.9935
H1 -4.1574 -0.1342 1.7347
H2 -2.7032 -1.0239 1.2709
H3 -3.3868 0.2155 0.1911
H4 -4.1490 2.1853 2.1955
H5 -2.9514 3.9752 3.4439
H6 -0.8186 4.7427 4.4200
H7 1.6085 4.5074 4.8424
H8 2.8307 2.5828 3.8510
N2 -0.0636 -2.2774 1.7088
C11 -1.0263 -3.0091 0.8891
C12 -1.4839 -4.2487 1.2440
C13 -2.3646 -4.9497 0.3975
C14 -2.7530 -4.4024 -0.7934
C15 -2.2977 -3.1190 -1.1774
C16 -2.6694 -2.5023 -2.3955
C17 -2.1927 -1.2590 -2.7064
C18 -1.3637 -0.5953 -1.7937
N3 -1.0299 -1.1379 -0.6330
C19 -1.4362 -2.4130 -0.3158
H9 -0.3640 -2.2203 2.6794
H10 0.8358 -2.7561 1.6949
H11 -1.1584 -4.7061 2.1714
H12 -2.7155 -5.9284 0.6931
H13 -3.4162 -4.9416 -1.4576
H14 -3.3258 -3.0300 -3.0770
H15 -2.4422 -0.7674 -3.6356
H16 -0.9802 0.3929 -2.0039
N4 1.6781 -0.8517 -0.5725
C20 2.4831 -0.8199 -1.3985
C21 3.4624 -0.7592 -2.4094
C22 4.4809 -1.7225 -2.4659
C23 5.4247 -1.6213 -3.4661
C24 5.3518 -0.5803 -4.3885
C25 4.3378 0.3712 -4.3260
C26 3.3801 0.2935 -3.3360
H17 4.5230 -2.5248 -1.7417
H18 6.2189 -2.3513 -3.5339
H19 6.0987 -0.5095 -5.1681
H20 4.2982 1.1716 -5.0514
H21 2.5876 1.0276 -3.2640
F1 1.0099 2.1110 0.0743
As1 -0.0893 3.1362 -0.9860
F2 1.1789 4.2413 -1.1343
F3 -0.6291 3.8301 0.5172
F4 -1.1978 3.9931 -1.9219
F5 -1.2980 1.8525 -0.7017
F6 0.4806 2.1588 -2.2962

Results
Multiplicity ... 2
ΔE to the lowest compared entry with this formula, charge and spin ... 0.0000 eV
Charge ... +3
Highest occupied orbital energy (alpha / beta) ... -16.92 / -16.92 eV
<S²> ... 0.754
Orbital gap (alpha / beta) ... 0.14113 / 0.14142 hartree

Charges obtained by Löwdin population analysis, quoted in units of e: Pt 1.241; C 0.021; C -0.216; C 0.065; C 0.107; C -0.128; C 0.180; C 0.046; C 0.019; C -0.511; S 1.063; C -0.215; N 0.028; H 0.119; H 0.067; H 0.120; H 0.155; H 0.161; H 0.166; H 0.152; H 0.144; N 0.044; C -0.238; C 0.030; C -0.006; C 0.033; C -0.118; C 0.067; C 0.024; C -0.073; N -0.083; C -0.190; H 0.126; H 0.125; H 0.139; H 0.135; H 0.142; H 0.148; H 0.138; H 0.096; N 0.027; C -0.030; C -0.211; C -0.002; C -0.027; C -0.003; C -0.023; C 0.006; H 0.127; H 0.128; H 0.131; H 0.128; H 0.114; F -0.396; As 0.779; F -0.170; F -0.219; F -0.161; F -0.296; F -0.228

***

No. 3
The molecule C3H8O2, computed with the ωB97M-V functional and the def2-TZVPD basis.

Geometry (Å):
O1 -0.7721 -1.2620 0.8171
C1 0.2152 -0.2553 1.1498
C2 0.8799 0.2690 -0.1160
C3 -0.1364 0.6875 -1.1876
O2 -0.9025 -0.3951 -1.6600
H1 -1.4355 -1.2591 1.5181
H2 0.9506 -0.7112 1.8220
H3 -0.2810 0.5631 1.6889
H4 1.5325 -0.5032 -0.5325
H5 1.5039 1.1350 0.1505
H6 -0.7756 1.4789 -0.7547
H7 0.4051 1.1279 -2.0386
H8 -1.1823 -0.8731 -0.8558

Results
Multiplicity ... 1
ΔE to the lowest compared entry with this formula, charge and spin ... 0.8419 eV
SMILES ... OCCCO
Highest occupied orbital energy ... -9.79 eV
Orbital gap ... 0.38633 hartree

Charges obtained by Löwdin population analysis, quoted in units of e: O -0.090; C -0.232; C -0.173; C -0.281; O -0.079; H 0.101; H 0.113; H 0.119; H 0.118; H 0.119; H 0.116; H 0.117; H 0.052

***

No. 4
A structure of composition C7H4ClO2Te4W, computed with the ωB97M-V functional and the def2-TZVPD basis.

Geometry (Å):
W1 0.0439 -1.9691 -1.8785
Te1 2.4498 -1.7024 -2.8828
Te2 1.4924 -4.1027 -2.2668
Te3 -1.8385 -3.9500 -1.4819
Te4 -2.0967 -1.9925 -3.3348
Cl1 -0.0151 3.5531 3.0269
C1 -0.0065 2.1189 2.0783
C2 0.0095 0.8724 2.7192
C3 0.0147 -0.3004 1.9950
C4 0.0048 -0.2453 0.6074
O1 0.0023 -1.3946 -0.0882
C5 -0.0091 0.9986 -0.0459
C6 -0.0139 1.0715 -1.4617
O2 0.0034 0.0866 -2.2335
C7 -0.0162 2.1864 0.7095
H1 0.0153 0.8420 3.8003
H2 0.0238 -1.2646 2.4837
H3 -0.0339 2.0487 -1.9502
H4 -0.0301 3.1435 0.2041

Results
Multiplicity ... 1
ΔE to the lowest compared entry with this formula, charge and spin ... 0.0000 eV
Charge ... +1
Highest occupied orbital energy (alpha / beta) ... -10.79 / -10.78 eV
Orbital gap (alpha / beta) ... 0.20564 / 0.20065 hartree

Charges obtained by Löwdin population analysis, quoted in units of e: W 0.227; Te 0.396; Te 0.308; Te 0.192; Te 0.381; Cl 0.739; C -0.648; C -0.035; C 0.037; C -0.260; O -0.308; C -0.120; C -0.106; O -0.336; C -0.022; H 0.125; H 0.138; H 0.162; H 0.130

***

No. 5
The ion C6H10N5 with charge +1, computed with the ωB97M-V functional and the def2-TZVPD basis.

Geometry (Å):
C1 1.7656 -0.5496 2.3472
C2 0.8075 0.3813 2.0082
C3 2.0570 -1.2642 1.1927
C4 0.4878 0.2017 0.6411
C5 -0.4598 1.0203 -0.0300
C6 -1.6495 -0.6147 -1.3872
N1 1.2786 -0.8404 0.1917
N2 1.4765 -1.1832 -1.1279
N3 -1.3212 0.6696 -1.0075
N4 -0.5454 2.2782 0.4079
N5 -2.6615 -0.6585 -2.2017
H1 2.2096 -0.7012 3.3103
H2 0.3125 1.0501 2.6826
H3 2.7849 -2.0382 1.0457
H4 0.5819 -1.3289 -1.6007
H5 2.0689 -2.0026 -1.2006
H6 -1.8831 1.4491 -1.3763
H7 0.1156 2.6152 1.0884
H8 -1.2630 2.9099 0.0886
H9 -2.9805 -1.5532 -2.5427
H10 -3.1823 0.1592 -2.5297

Results
Multiplicity ... 1
ΔE to the lowest compared entry with this formula, charge and spin ... 1.3487 eV
Charge ... +1
Highest occupied orbital energy ... -12.29 eV
Orbital gap ... 0.30659 hartree

Charges obtained by Löwdin population analysis, quoted in units of e: C -0.039; C -0.019; C -0.024; C -0.158; C -0.229; C -0.125; N -0.117; N 0.124; N 0.065; N 0.220; N 0.107; H 0.112; H 0.115; H 0.137; H 0.060; H 0.110; H 0.157; H 0.131; H 0.136; H 0.114; H 0.122

***

No. 6
A structure of composition C15H13Co2N2O7, computed with the ωB97M-V functional and the def2-TZVPD basis.

Geometry (Å):
C1 2.4788 2.0970 1.5725
C2 2.2829 0.6371 1.5936
N1 1.1198 0.0731 1.5349
C3 1.2753 -1.3916 1.5940
C4 2.7682 -1.6580 1.6750
N2 3.3279 -0.2954 1.6961
C5 4.6936 0.0002 1.7246
C6 5.6088 -1.1900 1.7974
O1 5.1172 1.1526 1.6963
H1 3.5357 2.3347 1.5590
H2 1.9865 2.5022 0.6818
H3 2.0063 2.5339 2.4592
H4 0.7685 -1.7886 2.4903
H5 0.8231 -1.8536 0.7007
H6 3.0144 -2.2060 2.5923
H7 3.1081 -2.2221 0.7971
H8 5.1028 -2.1592 1.8516
H9 6.2685 -1.1705 0.9225
H10 6.2579 -1.0662 2.6705
O2 -4.3837 -3.5065 -1.0980
C7 -4.2987 -2.4840 -1.6425
Co1 -4.0337 -0.9329 -2.3938
C8 -2.6131 -1.2557 -3.3628
O3 -1.6515 -1.4880 -3.9676
C9 -5.4365 -0.7804 -3.4423
O4 -6.3488 -0.7398 -4.1599
C10 -3.7535 0.2007 -0.7338
C11 -2.4774 0.3732 -0.1713
C12 -1.6245 -0.0695 0.7560
Co2 -2.8239 1.5514 -1.4411
C13 -1.2558 1.5887 -2.3034
O5 -0.2330 1.6178 -2.8465
C14 -2.6412 3.0917 -0.5305
O6 -2.5059 4.1205 -0.0289
C15 -3.8465 2.1460 -2.7775
O7 -4.4253 2.5871 -3.6730
H11 -4.6657 0.1408 -0.1254
H12 -0.7979 0.5632 1.0899
H13 -1.7278 -1.0536 1.2429

Results
Multiplicity ... 1
Charge ... -1
Highest occupied orbital energy ... -3.97 eV
Orbital gap ... 0.23074 hartree

Charges obtained by Löwdin population analysis, quoted in units of e: C 0.004; C -0.318; N 0.077; C -0.180; C -0.136; N 0.026; C -0.444; C 0.003; O 0.028; H 0.053; H 0.095; H 0.094; H 0.116; H 0.117; H 0.118; H 0.123; H 0.061; H 0.094; H 0.091; O 0.061; C -0.205; Co 0.028; C -0.201; O 0.058; C -0.206; O 0.047; C -0.263; C -0.414; C -0.049; Co 0.040; C -0.110; O 0.111; C -0.102; O 0.112; C -0.148; O 0.101; H 0.066; H 0.007; H 0.046

***

Across the entries above, strongest force on any atom takes the values 0.062, 0.008, 0.011, 0.011, 0.023, 0.104 hartree/bohr, respectively.
Across the entries above, energy takes the values -649.1125, -4573.9819, -269.5639, -2018.7989, -508.1209, -3981.0773 Ha, respectively.